1.
Density functional theory data (ωB97M-V/def2-TZVPD) for a molecular structure, C5H9N3 at a distorted geometry.

The geometry in XYZ format:
```
17
C5H9N3 ωB97M-V/def2-TZVPD
C 2.16 0.49 -0.03
C -0.95 -0.99 0.02
C -0.79 -0.09 1.19
C -0.40 0.91 -0.03
C -1.55 0.36 -0.69
H 2.18 -1.29 0.46
H 2.58 1.69 -0.44
H 0.46 -1.07 -1.55
H -1.70 -1.75 0.02
H -0.17 -0.15 2.22
H -1.76 0.14 1.40
H -0.07 2.01 0.39
H -2.62 0.51 -0.29
H -1.73 0.47 -1.81
N 3.03 -0.36 0.16
N 0.88 0.25 -0.50
N 0.46 -1.12 -0.52
```

Computed properties:
M in g mol⁻¹: 111.148
HOMO energy in eV: -8.6943
Energy in eV: -9794.6210
Energy above the lowest of the compared OMol25 structures with the same formula, charge and spin in kcal per mole: 157.9

=====

2.
Density functional theory data (ωB97M-V/def2-TZVPD) for a single C5H9N3 molecule at a distorted geometry.

The geometry in XYZ format:
```
17
C5H9N3 ωB97M-V/def2-TZVPD
C -0.12 -0.26 2.05
C -0.23 -0.01 0.55
N -1.22 -0.64 -0.24
C 0.41 1.25 -0.17
N -0.04 1.53 -1.51
C 0.16 0.48 -2.12
N 0.93 -0.57 -1.56
C 1.07 -0.17 -0.19
H -0.44 -1.27 2.29
H 0.88 -0.17 2.50
H -0.84 0.43 2.60
H -1.94 0.10 -0.47
H -1.84 -1.19 0.42
H 0.88 2.08 0.30
H -0.03 0.35 -3.23
H 0.42 -1.46 -1.63
H 1.95 -0.48 0.41
```

Computed properties:
M in g mol⁻¹: 111.148
HOMO energy in eV: -8.5897
Energy in eV: -9799.1979
Energy above the lowest of the compared OMol25 structures with the same formula, charge and spin in kcal per mole: 52.3

=====

3.
Density functional theory data (ωB97M-V/def2-TZVPD) for 2 unconnected molecules or ions with the total composition C5H9N3 at a distorted geometry.

The geometry in XYZ format:
```
17
C5H9N3 ωB97M-V/def2-TZVPD
H 2.48 2.00 -0.32
N 1.86 1.45 0.27
C 1.84 0.22 0.02
C 0.90 -0.65 0.77
N 0.54 -1.89 0.20
C -0.54 -0.75 0.12
C -0.81 -0.36 -1.31
H 2.40 -0.29 -0.78
H 0.89 -0.49 1.84
H 0.33 -2.62 0.88
H -1.39 -1.02 0.73
H -1.78 -0.75 -1.61
H -0.05 -0.75 -1.99
H -0.84 0.73 -1.41
C -1.92 1.82 0.91
N -3.04 2.06 0.86
H -0.89 1.30 0.81
```

Computed properties:
M in g mol⁻¹: 111.148
HOMO energy in eV: -9.8810
Energy in eV: -9798.3411
Energy above the lowest of the compared OMol25 structures with the same formula, charge and spin in kcal per mole: 72.1

=====

4.
Density functional theory data (ωB97M-V/def2-TZVPD) for a single C5H9N3 molecule at a distorted geometry.

The geometry in XYZ format:
```
17
C5H9N3 ωB97M-V/def2-TZVPD
C -1.77 0.33 1.94
C -0.93 0.02 1.03
C -0.43 0.12 -0.19
N 0.41 -0.70 -0.81
C 0.95 -1.84 0.05
C 2.03 -1.05 0.79
N -0.76 1.39 -0.74
N -0.23 1.70 -1.83
H -2.22 0.28 2.86
H 0.33 -2.05 0.99
H 1.38 -2.90 -0.44
H 1.52 0.03 1.19
H 2.65 -1.71 1.38
H 2.67 -0.43 0.18
H -1.48 2.01 -0.15
H 0.84 1.56 -1.65
H -0.66 1.10 -2.52
```

Computed properties:
M in g mol⁻¹: 111.148
HOMO energy in eV: -8.6362
Energy in eV: -9794.4255
Energy above the lowest of the compared OMol25 structures with the same formula, charge and spin in kcal per mole: 162.4

=====

5.
Density functional theory data (ωB97M-V/def2-TZVPD) for a single C5H9N3 molecule at a distorted geometry.

The geometry in XYZ format:
```
17
C5H9N3 ωB97M-V/def2-TZVPD
H -2.26 0.38 2.88
N -1.75 0.73 2.07
C -1.91 -0.08 1.16
N -1.23 0.06 -0.02
C -0.16 1.01 0.14
C 1.20 1.04 0.05
C 2.20 -0.15 -0.07
N -1.29 -1.08 -0.94
C -0.42 -1.18 -1.86
H -2.49 -0.99 1.21
H -0.70 1.97 0.17
H 1.67 2.06 0.09
H 1.70 -1.01 0.40
H 2.40 -0.33 -1.10
H 3.09 0.10 0.47
H -0.44 -2.08 -2.48
H 0.40 -0.45 -2.16
```

Computed properties:
M in g mol⁻¹: 111.148
HOMO energy in eV: -8.7476
Energy in eV: -9798.0947
Energy above the lowest of the compared OMol25 structures with the same formula, charge and spin in kcal per mole: 77.8

=====

6.
Density functional theory data (ωB97M-V/def2-TZVPD) for a gas-phase ion, C5H9N3 (charge +2) at a distorted geometry.

The geometry in XYZ format:
```
17
C5H9N3 ωB97M-V/def2-TZVPD
C 3.14 0.43 -0.34
N 2.13 -0.21 0.55
C 0.89 -0.42 0.32
C -0.28 -0.91 0.08
N -1.51 -0.26 0.28
C -2.80 -0.90 -0.09
C -1.48 1.00 0.10
N -1.29 2.12 0.17
H 2.48 1.22 -0.73
H 4.05 0.73 0.09
H 3.47 -0.23 -1.11
H 2.50 -0.66 1.29
H -0.28 -1.87 -0.41
H -2.71 -1.91 -0.72
H -3.40 -0.19 -0.67
H -3.33 -1.04 0.87
H -1.58 3.10 0.32
```

Computed properties:
M in g mol⁻¹: 111.148
HOMO energy in eV: -19.3428
Energy in eV: -9779.1553
Total charge: +2
Energy above the lowest of the compared OMol25 structures with the same formula, charge and spin in kcal per mole: 76.5

=====

> What is the M in the fifth record?

111.148 g mol⁻¹